1.
Below is 7 unconnected molecules or ions with the total composition C18H53N3O8, with properties calculated with ωB97M-V/def2-TZVPD.

The geometry in XYZ format:
```
82
Properties=species:S:1:pos:R:3:mulliken_charge:R:1
C 1.361 0.279 -2.551 -0.2793
O 2.644 0.762 -2.879 -0.4510
C 3.284 1.307 -1.738 -0.1222
C 4.754 1.506 -1.996 0.3480
C 5.434 0.192 -2.379 -1.3228
N 5.414 2.068 -0.815 -0.6872
H 0.948 -0.226 -3.420 0.2303
H 0.706 1.095 -2.227 0.1519
H 1.368 -0.498 -1.778 0.1363
H 2.764 2.253 -1.515 0.3908
H 3.107 0.685 -0.855 -0.2128
H 4.843 2.193 -2.848 0.2151
H 6.496 0.345 -2.576 0.4008
H 4.983 -0.284 -3.247 0.3128
H 5.333 -0.504 -1.543 0.2822
H 6.361 2.295 -1.099 0.2648
H 4.994 2.931 -0.491 0.2238
C 2.701 -1.208 1.031 -0.2425
O 2.279 -2.543 1.286 -0.4163
C 1.315 -2.530 2.333 0.4980
C 0.726 -3.923 2.549 0.2022
C 0.157 -4.496 1.247 -1.2274
N -0.376 -3.853 3.526 -0.7964
H 3.424 -0.957 1.815 0.3518
H 1.887 -0.478 1.015 0.0242
H 3.229 -1.197 0.080 0.0677
H 1.717 -2.114 3.264 0.2718
H 0.480 -1.917 1.964 -0.5036
H 1.508 -4.631 2.845 0.3837
H 0.965 -4.514 0.508 0.3783
H -0.627 -3.867 0.824 0.0977
H -0.123 -5.536 1.396 0.3787
H -0.115 -3.143 4.212 0.3098
H -1.141 -3.434 2.997 0.2992
C 2.379 1.341 3.828 -0.7475
O 1.138 1.622 3.189 -0.2432
C 0.084 1.029 3.894 -0.5650
C -1.277 1.346 3.318 -0.7673
N -1.574 0.713 2.039 0.6781
C -2.755 1.286 1.393 -0.6254
C -2.528 2.658 0.768 -0.8610
O -1.432 2.550 -0.103 -0.0185
C -1.390 3.573 -1.038 -0.9767
H 3.133 1.827 3.216 0.2335
H 2.581 0.275 3.960 0.2475
H 2.342 1.774 4.837 0.3494
H 0.042 1.339 4.950 0.4914
H 0.220 -0.057 3.991 0.1573
H -1.338 2.441 3.244 0.2972
H -2.010 1.067 4.078 0.3916
H -0.809 0.904 1.390 -0.1514
H -3.553 1.334 2.143 0.5882
H -3.148 0.596 0.642 -0.0970
H -2.391 3.425 1.537 0.3633
H -3.441 2.932 0.225 0.4563
H -0.507 3.529 -1.670 0.2507
H -1.403 4.590 -0.614 0.3767
H -2.270 3.621 -1.698 0.2562
C -4.476 0.101 -2.612 -0.7115
O -3.390 0.995 -2.830 -0.4186
H -4.283 -0.669 -1.869 0.2149
H -5.322 0.657 -2.193 0.3819
H -4.781 -0.357 -3.553 0.3046
H -3.691 1.825 -3.199 0.2377
C -1.285 0.531 -5.429 -0.0536
O -1.021 0.302 -6.812 -0.5557
H -1.959 -0.263 -5.129 0.1405
H -0.378 0.606 -4.832 0.0220
H -1.809 1.484 -5.278 0.2340
H -0.469 1.022 -7.131 0.2931
C -3.791 -1.963 2.314 -0.7126
O -2.385 -2.043 2.084 -0.4901
H -4.010 -1.402 3.231 0.2847
H -4.277 -1.451 1.477 0.2118
H -4.175 -2.975 2.419 0.2846
H -2.088 -1.093 2.023 0.3142
C -1.456 -1.358 -1.175 -0.1839
O -1.550 -1.115 -2.586 -0.6154
H -1.591 -0.386 -0.698 0.0146
H -2.157 -2.144 -0.893 0.3344
H -0.448 -1.728 -0.987 0.1330
H -2.104 -0.352 -2.795 0.2923
```

Properties
Orbital gap = 9.14 eV
Net charge = 0
E = -40371.7496 eV
SMILES = COC[C@H](C)N.COC[C@H](C)N.COCCNCCOC.CO.CO.CO.CO
Energy relative to the best compared isomer or geometry (same formula, charge and spin) = 54.1 kJ/mol
LUMO level = 0.241 eV


2.
Below is a molecular structure, C18H54AlO22S, with properties calculated with ωB97M-V/def2-TZVPD.

The geometry in XYZ format:
```
96
Properties=species:S:1:pos:R:3:mulliken_charge:R:1
Al -5.428 -1.644 -3.490 0.9967
S 1.040 0.004 -0.680 1.3123
O -0.334 -0.182 -1.128 -0.2922
O 1.862 0.205 -1.870 -0.3845
O 1.113 1.064 0.307 -0.2830
O 1.479 -1.247 -0.130 -0.3596
C -0.855 1.883 -6.775 -0.4080
C -1.708 2.934 -6.078 -0.3478
O -3.134 2.618 -6.092 -0.5202
O -1.022 0.647 -6.068 -0.4922
H 0.206 2.124 -6.847 0.2803
H -1.129 1.693 -7.813 0.2984
H -1.554 3.833 -6.675 0.2794
H -1.457 3.143 -5.038 0.3079
H -3.389 2.788 -7.002 0.3165
H -0.535 0.738 -5.246 0.2873
C -3.977 5.398 -0.701 -0.4292
C -4.977 6.301 -1.439 -0.3520
O -6.319 6.042 -1.012 -0.5246
O -4.183 4.078 -1.066 -0.4933
H -4.057 5.546 0.376 0.2810
H -2.940 5.659 -0.915 0.3396
H -4.851 6.217 -2.518 0.2781
H -4.702 7.304 -1.114 0.3007
H -6.853 6.817 -1.202 0.3123
H -3.339 3.621 -1.032 0.2883
C -4.403 -7.603 -1.015 -0.3068
C -2.970 -7.007 -0.808 -0.3485
O -2.770 -5.685 -1.372 -0.5175
O -5.124 -6.954 -2.010 -0.5294
H -4.930 -7.497 -0.067 0.2211
H -4.428 -8.631 -1.374 0.3032
H -2.179 -7.665 -1.168 0.2800
H -2.786 -6.915 0.263 0.2799
H -2.018 -5.292 -0.923 0.3012
H -5.861 -7.502 -2.289 0.3167
C 7.331 -1.814 -1.772 -0.3203
C 7.137 -1.900 -3.300 -0.3980
O 5.827 -2.222 -3.726 -0.5099
O 6.748 -0.593 -1.424 -0.4818
H 8.398 -1.976 -1.614 0.3223
H 6.868 -2.618 -1.201 0.2198
H 7.813 -2.615 -3.768 0.3567
H 7.413 -0.941 -3.739 0.2700
H 5.217 -1.507 -3.533 0.2882
H 5.818 -0.727 -1.623 0.2548
C 3.286 -6.429 2.570 -0.2197
C 3.972 -5.400 3.492 -0.5668
O 3.152 -4.213 3.669 -0.4822
O 3.170 -6.067 1.211 -0.4539
H 2.294 -6.476 3.019 0.2604
H 3.918 -7.310 2.686 0.3087
H 4.851 -5.034 2.962 0.3289
H 4.166 -5.796 4.488 0.3378
H 3.065 -3.821 2.797 0.2543
H 3.036 -5.116 1.235 0.2342
C -7.136 -3.084 2.438 -0.3659
C -8.553 -3.225 1.957 -0.4589
O -8.621 -3.397 0.563 -0.5146
O -6.411 -2.061 1.821 -0.5204
H -6.660 -4.043 2.234 0.2521
H -7.157 -3.040 3.527 0.3359
H -9.195 -2.439 2.357 0.3281
H -8.954 -4.112 2.448 0.3150
H -9.500 -3.726 0.363 0.3143
H -5.547 -2.025 2.239 0.3166
C -1.216 -0.083 6.017 -0.4081
C -1.927 -1.398 6.455 -0.3786
O -1.933 -2.267 5.343 -0.4965
O -1.758 0.423 4.794 -0.4791
H -0.145 -0.241 5.895 0.3381
H -1.260 0.625 6.845 0.2753
H -2.961 -1.216 6.751 0.2964
H -1.360 -1.921 7.225 0.2744
H -1.015 -2.383 5.087 0.2925
H -1.044 0.578 4.171 0.2858
C 5.762 6.594 -3.112 -0.3494
C 4.515 5.801 -2.816 -0.3694
O 4.090 4.899 -3.814 -0.5078
O 5.461 7.747 -3.887 -0.5345
H 6.472 5.984 -3.670 0.2874
H 6.340 6.894 -2.239 0.3015
H 3.661 6.402 -2.505 0.2676
H 4.589 5.113 -1.974 0.3031
H 3.785 4.111 -3.358 0.2983
H 6.217 8.093 -4.367 0.3034
C 3.919 5.159 4.008 -0.2772
C 3.921 4.018 5.039 -0.3466
O 3.890 2.730 4.407 -0.4692
O 2.625 5.105 3.394 -0.4975
H 4.644 4.935 3.226 0.2374
H 4.085 6.113 4.508 0.3061
H 3.042 4.033 5.683 0.2514
H 4.749 4.051 5.747 0.3295
H 3.160 2.751 3.785 0.2257
H 2.461 4.246 2.998 0.2421
```

Properties
Orbital gap = 2.00 eV
Net charge = +1
E = -81996.1451 eV
Energy relative to the best compared isomer or geometry (same formula, charge and spin) = 640.8 kJ/mol
LUMO level = -9.443 eV